Record 1
Density functional theory data (the ωB97M-V functional and the def2-TZVPD basis) for the molecule C16H20ClNO3.

Calculated values
HOMO level	-8.673	eV
relative energy (zero: lowest compared OMol25 entry of this formula, charge and spin)	297.1	kJ/mol
LUMO	0.78	eV
structure (SMILES)	O[C@H](CNCCc1ccc(Cl)cc1)COCc1ccco1
E	-37070.50256	eV

The geometry in ORCA input format:
```
! RIJCOSX wB97M-V def2-TZVPD def2/J DEFGRID3
* xyz 0 1
Cl -2.6782 -5.1614 -2.0268
O 2.7311 -1.4613 -0.0405
O 2.4055 1.8826 0.6613
O 1.5445 4.3078 -0.3855
N -1.6196 2.6091 0.0971
C -1.8197 -1.1608 -0.1304
C -2.9585 -1.8784 0.2109
C 1.9684 -2.5210 0.2775
C -2.3518 -3.6241 -1.3023
C -0.2973 2.9939 0.5437
C 1.2736 -2.2870 1.4219
C -1.2125 -2.9247 -1.6649
C -1.5292 0.1750 0.4858
C 2.5394 -0.5271 0.9176
C -1.7548 1.3058 -0.5281
C -0.9559 -1.7006 -1.0771
C 0.7908 3.1319 -0.5560
C 3.2689 0.7759 0.8078
C -3.2301 -3.1065 -0.3657
C 1.7319 1.9201 -0.5825
C 1.6459 -0.9865 1.8417
H -1.0806 1.1635 -1.3892
H 2.1146 4.1671 0.3808
H -1.9805 3.3210 -0.5295
H 1.1681 0.9938 -0.7464
H 0.0419 2.2860 1.3017
H -2.7809 1.2352 -0.9004
H 2.4624 2.0346 -1.3981
H -0.4020 3.9718 1.0216
H -0.4939 0.1935 0.8289
H -3.6437 -1.4744 0.9414
H -2.1780 0.3507 1.3437
H -0.5366 -3.3361 -2.3980
H -4.1154 -3.6587 -0.0918
H 3.8267 0.9758 1.7273
H -0.0652 -1.1594 -1.3601
H 1.3049 -0.4651 2.7126
H 2.0043 -3.3664 -0.3796
H 0.5831 -2.9471 1.9040
H 3.9689 0.7171 -0.0380
H 0.3097 3.2345 -1.5363
*
```

These are the Löwdin partial charges, in e, on atoms 1 to 8:
1 Cl 0.66
2 O 0.05
3 O -0.14
4 O -0.02
5 N -0.07
6 C -0.23
7 C -0.03
8 C -0.13

Record 2
Density functional theory data (the ωB97M-V functional and the def2-TZVPD basis) for a 3-piece molecular cluster, C16H20F16O7S overall at a distorted geometry.

Calculated values
HOMO level	-10.347	eV
relative energy (zero: lowest compared OMol25 entry of this formula, charge and spin)	0.0	kJ/mol
LUMO	0.34	eV
E	-85562.53574	eV

The geometry in ORCA input format:
```
! RIJCOSX wB97M-V def2-TZVPD def2/J DEFGRID3
* xyz 0 1
S 2.8862 1.9141 -1.7452
F 0.7868 4.5383 -4.6798
F 1.0495 -2.5632 3.0049
F -2.2400 2.0662 -4.1543
F -1.6268 -1.0787 8.2507
F -0.5607 0.0801 -4.8762
F -0.4667 5.9024 -6.6654
F -1.5790 -2.2359 3.4817
F -0.2019 6.3534 -4.0030
F 0.6593 -2.4714 5.1564
F 0.1771 2.0290 -5.5552
F -1.3344 -0.8662 6.0920
F -1.0485 -4.1955 2.6448
F -2.9166 -3.4350 7.8685
F -1.2085 1.0596 -2.4957
F -1.4980 4.0132 -6.2624
F -0.8613 -3.4455 7.1638
O 1.5010 1.3136 -1.1521
O 3.8489 0.6398 -1.5295
O 3.5485 -2.8655 -1.5024
O -2.5650 -3.3533 5.7025
O -0.4023 -2.6094 -1.2222
O 2.5662 2.0117 -3.1586
O -1.1297 4.4225 -3.5180
C 3.7067 -1.7313 -1.1952
C 0.2523 -1.4015 -0.8517
C -0.6233 3.2625 -2.8978
C -1.0008 -3.4214 3.7663
C 0.0131 0.7369 0.6363
C -1.2147 5.2312 -5.7627
C -0.4142 5.0921 -4.4601
C 1.4500 1.0392 0.2654
C -0.0374 1.2617 -4.4668
C -0.6267 -0.5423 0.0547
C 3.5214 -0.5948 -2.1811
C -2.0853 -2.9548 6.9118
C 0.4895 -3.2194 4.0460
C -1.8120 -4.1676 4.8330
C -2.1132 -1.4245 7.0400
C -1.0486 1.9399 -3.5389
H -0.5876 1.6144 0.3665
H 4.2015 -0.7433 -3.0271
H -0.9421 -1.1814 0.8898
H 0.9064 1.0840 -3.9486
H -0.0141 0.6825 1.7329
H 0.4586 3.2969 -2.7726
H -2.1408 5.7768 -5.5750
H 0.9914 -4.1818 4.1718
H -3.1363 -1.0602 6.9360
H 1.1601 -1.7157 -0.3199
H 0.5344 -0.8475 -1.7592
H 1.7852 1.9284 0.8175
H -1.0786 3.2544 -1.9080
H 4.0091 -1.4409 -0.1694
H -1.1886 -4.8820 5.3712
H 2.4906 -0.5922 -2.5582
H -2.5541 -4.7320 4.2697
H -1.3186 -2.4035 -1.4285
H -1.5442 -0.2648 -0.4791
H 2.1308 0.2155 0.5080
*
```

These are the Löwdin partial charges, in e, on atoms 1 to 8:
1 S 0.96
2 F 0.16
3 F 0.09
4 F 0.14
5 F 0.10
6 F 0.09
7 F 0.10
8 F 0.13

Record 3
Density functional theory data (the ωB97M-V functional and the def2-TZVPD basis) for the molecule C16H20F2N4O4S2 at a distorted geometry.

Calculated values
HOMO level	-8.716	eV
relative energy (zero: lowest compared OMol25 entry of this formula, charge and spin)	0.0	kJ/mol
LUMO	0.33	eV
structure (SMILES)	C[C@H](CO)Nc1cc(NS(C)(=O)=O)nc(SCCOc2cccc(F)c2F)n1
E	-58170.66798	eV

The geometry in ORCA input format:
```
! RIJCOSX wB97M-V def2-TZVPD def2/J DEFGRID3
* xyz 0 1
S -3.4535 -2.7836 -0.1785
S 0.3289 1.2463 1.7769
F 1.0666 5.3410 3.2448
F 3.5912 5.1150 2.0191
O -4.1725 -1.5143 -0.1717
O 2.0712 -0.3299 -2.6314
O -1.2256 4.2769 1.7920
O -2.8075 -3.0833 -1.4604
N 1.0696 -0.8689 0.4519
N 1.9869 -2.3410 -0.7862
N -1.1018 -1.0108 1.3873
N -2.3991 -2.7733 1.1260
C -0.2088 -2.8153 0.1490
C 1.4085 4.2326 -0.7375
C 2.4575 4.8596 1.3487
C 1.8960 -2.6769 -2.2198
C -1.3678 1.8086 2.1854
C 1.1867 4.8890 2.0029
C -1.2255 -2.2050 0.8526
C 0.8974 -2.0328 -0.0518
C 3.3015 -3.0689 -2.7015
C 0.1593 4.2030 -0.1041
C -1.3080 3.2204 2.7598
C 1.3652 -1.5094 -3.0669
C 0.0425 4.4701 1.2398
C -4.6263 -4.0843 0.2260
C 0.0514 -0.3713 1.1643
C 2.5614 4.5629 -0.0052
H 0.2693 -1.3688 -2.9338
H -1.9082 1.7875 1.2489
H 1.2109 -3.5516 -2.3302
H 3.3011 -3.3126 -3.7818
H -1.8748 1.1396 2.8744
H 2.7631 -1.7404 -0.5564
H -4.0207 -4.9842 0.3594
H 1.5790 -1.6700 -4.1577
H -5.1436 -3.8934 1.1792
H -0.5696 3.2569 3.5356
H -0.7172 3.9164 -0.6535
H -2.8439 -2.1818 1.7994
H -0.3766 -3.7812 -0.2964
H -5.3604 -4.1773 -0.5840
H 3.9589 -2.2240 -2.5303
H 3.7014 -3.8996 -2.1155
H 1.8176 -0.1471 -1.7097
H 3.5354 4.6387 -0.4463
H -2.2714 3.3971 3.2829
H 1.4044 4.0394 -1.7958
*
```

These are the Löwdin partial charges, in e, on atoms 1 to 8:
1 S 0.64
2 S 1.01
3 F 0.11
4 F 0.08
5 O -0.32
6 O -0.08
7 O -0.05
8 O -0.30

Record 4
Density functional theory data (the ωB97M-V functional and the def2-TZVPD basis) for an isolated ion of composition C16H20F5N2S and charge +1 at a distorted geometry.

Calculated values
HOMO level	-11.844	eV
LUMO	-4.30	eV
E	-44298.80616	eV

The geometry in ORCA input format:
```
! RIJCOSX wB97M-V def2-TZVPD def2/J DEFGRID3
* xyz 1 1
S 1.3674 3.2475 1.5089
F 2.2792 -3.5659 2.5921
F 0.5675 -0.3847 -2.2940
F 1.9009 1.6032 -2.3776
F 1.9083 -4.7906 0.5745
F 4.0244 -5.0562 1.8412
N -0.4856 1.8685 -0.1231
N -6.0849 -1.3475 -0.6293
C 1.4676 0.5107 -1.4763
C 2.9887 -4.1061 1.3731
C 5.1258 -2.5310 0.1390
C 1.7614 1.4037 1.2038
C -1.3171 4.2620 0.9777
C -2.5898 0.4328 0.1470
C 5.4659 -1.1942 -0.7898
C -1.7728 1.4902 -0.8589
C 2.7486 -0.4603 -1.0143
C 4.3199 -0.1518 -1.3702
C 3.5533 -2.8495 0.4812
C -5.2014 -0.1731 -0.2335
C -3.6690 -0.4994 -0.7241
C 0.7647 1.0077 -0.0754
C -0.3117 3.0066 0.6297
C 2.4230 -1.7935 -0.1109
H -2.4514 2.4373 -0.9674
H 1.2843 -1.9943 0.1575
H 5.9772 -3.2463 0.5677
H -5.2698 -0.0356 0.9395
H 2.9257 1.4844 0.9794
H -5.8557 -2.2122 -0.0669
H -1.3097 4.3665 2.1665
H 0.3147 -0.0205 0.3312
H -1.8585 -0.3510 0.6531
H -3.1811 1.0409 0.9844
H -0.8879 5.3049 0.5869
H -7.0460 -1.0768 -0.3017
H 6.6050 -0.9836 -1.0428
H -1.5935 0.9212 -1.8672
H -3.4494 -1.6414 -0.5474
H 1.4182 0.6399 2.0420
H 4.5815 0.8101 -2.0035
H -5.5500 0.7887 -0.8055
H -3.4508 -0.2525 -1.8523
H -2.4370 4.0911 0.6560
*
```

These are the Löwdin partial charges, in e, on atoms 1 to 8:
1 S 0.93
2 F -0.02
3 F -0.03
4 F 0.00
5 F 0.00
6 F 0.03
7 N -0.07
8 N -0.07

Record 5
Density functional theory data (the ωB97M-V functional and the def2-TZVPD basis) for a 5-piece molecular cluster, C16H20F5NO16PS overall at a distorted geometry.

Calculated values
HOMO level	-2.106	eV
LUMO	1.24	eV
E	-84872.57528	eV

The geometry in ORCA input format:
```
! RIJCOSX wB97M-V def2-TZVPD def2/J DEFGRID3
* xyz -1 1
S -5.4727 7.9078 -3.4330
P -8.0509 9.1371 -4.7859
F 2.8351 -8.9663 -2.2752
F 3.8958 -5.3106 5.9475
F 2.7967 -2.6827 2.5811
F 0.9172 0.3639 -0.4515
F -3.2165 3.1722 -0.0866
O 5.8641 -3.6224 2.3434
O -4.2236 4.4501 -1.6254
O -5.4306 6.1929 -2.4713
O -4.4762 6.3312 -0.3975
O 1.4030 -2.7674 0.8303
O 2.5009 -4.3071 -0.4082
O 6.0257 -3.0371 4.5485
O -0.9423 1.5682 2.1475
O 0.6887 -3.2247 -1.2887
O 4.8019 -4.8423 3.9538
O 4.3744 -6.0902 -3.2858
O 0.7179 2.3172 3.5308
O 4.9662 -5.2054 -1.2615
O -7.9423 7.8219 -2.4244
O 1.2214 1.2088 1.6001
O 3.7216 -7.1151 -1.3796
N -7.4014 10.5845 -4.4688
C -7.3001 7.7187 -3.7688
C 0.3641 1.7485 2.5113
C 1.4654 -3.4140 -0.3675
C -0.9214 0.9927 0.8566
C -4.7685 5.6979 -1.5743
C 3.2295 -4.1287 0.7898
C 4.4037 -6.0657 -1.9183
C 2.2141 -3.5253 1.6990
C 5.3786 -3.5126 5.7117
C 5.5847 -3.8171 3.5147
C 3.7463 -7.3030 -3.6500
C -3.8130 5.3817 0.4128
C 5.0380 -4.9157 5.3415
C 0.4257 0.3566 0.8079
C -3.2661 4.4254 -0.5912
C 2.9437 -7.6285 -2.4370
H 3.6080 -5.0836 1.1643
H 0.4570 -0.6598 1.2147
H 4.4929 -2.9000 5.9105
H 5.8357 -5.6390 5.5415
H -8.0707 6.8866 -2.0788
H 4.5107 -8.0566 -3.8670
H 1.5984 -4.2571 2.2328
H -4.5354 4.9162 1.0916
H 6.0427 -3.4608 6.5787
H 1.9498 -7.1687 -2.4197
H -1.7293 0.2656 0.7384
H 3.1226 -7.1701 -4.5381
H -1.0452 1.7806 0.1060
H -2.2856 4.7059 -0.9906
H -5.2859 9.0161 -2.5443
H -9.4937 9.1425 -4.5798
H -7.8528 8.9029 -6.2150
H -3.0271 5.8548 1.0078
H -6.6696 10.4920 -3.7331
H 4.0788 -3.4632 0.6022
*
```

These are the Löwdin partial charges, in e, on atoms 1 to 8:
1 S 0.66
2 P 0.57
3 F 0.08
4 F 0.08
5 F 0.09
6 F 0.09
7 F 0.06
8 O 0.15